No. 1
ORCA calculation (ωB97M-V/def2-TZVPD) on an isolated molecule of C5H9N3.

The geometry in XYZ format:
```
17
Properties=species:S:1:pos:R:3:forces:R:3:mulliken_charge:R:1
C 1.2558 1.4629 0.0486 -3.840 2.149 1.505 -0.04
N 1.8434 0.3815 -0.0246 3.289 -0.483 0.750 -0.51
N 1.6701 -0.8940 -0.0971 4.601 -4.396 -0.758 -0.03
C 0.4882 -1.6064 0.2431 -2.472 1.471 1.283 -0.63
C -0.4360 -0.5932 -0.3997 -1.801 -1.415 -1.007 -0.21
C -1.9298 -0.4746 -0.1803 -0.936 -0.205 0.860 -0.23
N -0.9509 0.2220 0.7003 0.823 3.225 -2.863 -0.41
C -0.4916 1.5234 0.0271 1.866 3.707 3.678 -0.67
H 1.8920 2.3420 0.4799 -1.447 -1.209 -1.471 0.27
H 2.5953 -1.5130 -0.0522 -2.494 2.359 0.082 0.28
H 0.2667 -1.4205 1.3564 0.361 -1.035 -1.261 0.29
H 0.3175 -2.6602 -0.0136 0.993 0.298 -0.385 0.41
H 0.0507 -0.1114 -1.3190 -1.228 -0.792 1.472 0.43
H -2.3816 -1.5214 0.4093 0.661 3.614 -1.987 0.21
H -2.5371 0.4447 -0.7623 1.115 -3.565 1.176 0.26
H -0.8059 1.8585 -0.9443 -0.381 -1.310 -1.162 0.26
H -0.8465 2.5597 0.5285 0.889 -2.411 0.089 0.31
```
Positions in Å, forces in eV/Å.

Results
Energy in hartree: -359.919440
HOMO-LUMO gap in hartree: 0.340
Energy relative to the best compared isomer or geometry (same formula, charge and spin) in kJ/mol: 729.43
Largest force on an atom in eV/A: 6.41
E_HOMO in Ha: -0.299
SMILES: C1=NNC[C@H]2CN2C1


No. 2
ORCA calculation (ωB97M-V/def2-TZVPD) on an isolated molecule of C5H9N3.

The geometry in XYZ format:
```
17
Properties=species:S:1:pos:R:3:forces:R:3:mulliken_charge:R:1
C 1.1609 -1.1600 -0.2046 3.808 -6.170 -0.090 -0.78
C -0.0187 1.5879 0.0442 -1.392 -2.041 -0.231 -0.34
C -1.1946 0.6543 0.4242 -2.229 3.034 5.313 0.13
C -1.8549 -0.4014 -0.5105 2.494 0.206 0.075 -0.61
C -0.3151 -0.7387 -0.2028 1.509 -5.528 1.617 0.01
H 1.8172 -1.4887 -1.1613 -2.364 0.955 1.329 0.34
H 1.5326 -2.0963 0.4860 -1.261 2.138 -1.053 0.25
H 2.6311 0.0818 -0.4248 -0.954 0.354 2.930 0.38
H -0.2538 2.5082 -0.2535 -1.438 4.008 -1.034 0.53
H -2.0726 1.2671 0.9110 1.694 -0.621 -0.101 0.39
H -1.9215 0.0790 -1.4899 -0.606 -0.679 -0.105 0.29
H -2.7667 -0.9726 -0.0717 2.026 1.005 -0.768 0.31
H 0.1569 0.0177 -0.7013 -1.041 1.845 -2.104 0.35
H 0.4716 -0.3667 1.6551 -0.230 1.421 0.341 0.40
N 1.8877 0.0616 0.3919 0.339 1.492 -5.347 -0.43
N 1.2071 1.4065 -0.1750 2.379 -1.645 2.441 -0.51
N -0.4672 -0.4398 1.2831 -2.734 0.225 -3.214 -0.70
```
Positions in Å, forces in eV/Å.

Results
Energy in hartree: -359.821881
HOMO-LUMO gap in hartree: 0.363
Energy relative to the best compared isomer or geometry (same formula, charge and spin) in kJ/mol: 985.58
Largest force on an atom in eV/A: 7.25
E_HOMO in Ha: -0.331


No. 3
ORCA calculation (ωB97M-V/def2-TZVPD) on an isolated molecule of C5H9N3.

The geometry in XYZ format:
```
17
Properties=species:S:1:pos:R:3:forces:R:3:mulliken_charge:R:1
C -2.3903 -1.2357 0.4178 1.251 -0.309 -0.989 -1.12
C -1.2336 -1.1696 -0.2519 -0.121 -0.702 -0.582 0.05
N -0.3202 -0.1192 -0.1568 1.386 0.173 0.371 0.10
C -0.7469 1.1912 0.0831 0.574 -0.400 -0.483 0.05
C -1.9578 1.6383 -0.1715 -1.055 -0.196 -0.350 -1.02
C 1.0675 -0.4640 -0.1293 -0.786 -1.444 -0.036 -0.03
N 2.0040 0.3501 0.1211 -2.217 0.412 -0.404 -0.09
N 3.3017 -0.0336 -0.0148 0.329 -0.016 -0.315 -0.60
H -3.0313 -2.0385 0.2405 -0.780 -1.364 -0.424 0.26
H -2.7964 -0.5372 1.0950 0.180 0.927 0.598 0.43
H -0.8955 -1.9244 -1.0286 -0.743 0.607 1.269 0.31
H 0.0548 1.8451 0.3761 0.091 0.119 0.287 0.33
H -2.2078 2.6382 0.0150 0.104 1.409 0.287 0.26
H -2.8073 1.1031 -0.5882 0.491 -0.387 0.200 0.40
H 1.1649 -1.6120 -0.2968 0.292 1.904 0.081 0.17
H 3.3935 -1.0120 0.1209 0.257 -1.363 -0.056 0.24
H 3.7924 0.3953 0.7312 0.747 0.632 0.548 0.25
```
Positions in Å, forces in eV/Å.

Results
Energy in hartree: -360.079759
HOMO-LUMO gap in hartree: 0.319
Energy relative to the best compared isomer or geometry (same formula, charge and spin) in kJ/mol: 308.52
Largest force on an atom in eV/A: 2.29
E_HOMO in Ha: -0.280
SMILES: C=CN(C=C)/C=N/N


No. 4
ORCA calculation (ωB97M-V/def2-TZVPD) on a structure of composition C5H9N3.

The geometry in XYZ format:
```
17
Properties=species:S:1:pos:R:3:forces:R:3:mulliken_charge:R:1
C 2.4538 -0.2217 -0.3576 -2.060 -3.138 -1.537 -0.55
C -0.0363 -0.4514 -0.1059 -0.765 -3.604 1.731 -0.18
C -2.2066 -1.1508 -0.1619 -1.186 -0.289 3.056 -0.14
C -0.9003 0.5597 -0.1634 -3.241 -1.281 0.489 0.78
C -0.6854 1.8875 0.1255 -0.682 5.713 -0.769 -0.98
H 1.7551 -0.5465 -1.4243 3.277 0.988 2.528 0.24
H 2.7943 1.0268 -0.5196 -0.751 -4.055 1.064 0.23
H 3.2499 -1.3437 0.0537 -1.580 4.386 -1.867 0.26
H 1.1938 -0.0292 1.3439 0.264 0.027 0.613 0.28
H -0.6513 -2.4514 0.2106 0.806 -2.684 0.433 0.15
H -3.0004 -2.0047 0.2037 1.495 2.779 -1.586 0.25
H -1.3628 2.2201 1.0508 2.163 -0.508 -1.793 0.24
H -1.0535 2.5614 -0.7836 0.677 -1.150 1.882 0.24
H 0.3977 1.9549 0.0942 0.280 1.216 1.024 0.26
N 1.2360 -0.6543 0.5552 0.542 2.278 -1.917 -0.40
N -0.9430 -1.5749 -0.0289 0.848 3.003 -1.617 0.01
N -2.2409 0.2182 -0.0924 -0.088 -3.681 -1.736 -0.68
```
Positions in Å, forces in eV/Å.

Results
Energy in hartree: -359.990478
HOMO-LUMO gap in hartree: 0.342
Energy relative to the best compared isomer or geometry (same formula, charge and spin) in kJ/mol: 542.93
Largest force on an atom in eV/A: 5.80
E_HOMO in Ha: -0.317


No. 5
ORCA calculation (ωB97M-V/def2-TZVPD) on a structure of composition C5H9N3.

The geometry in XYZ format:
```
17
Properties=species:S:1:pos:R:3:forces:R:3:mulliken_charge:R:1
C -2.2623 -0.8345 -0.0184 -1.329 -0.832 0.587 0.17
C -1.4932 1.2174 -1.3287 -2.912 0.272 1.611 -1.43
C -0.9499 0.6315 1.4193 -1.016 3.438 -2.644 -0.83
C 1.7850 -1.9332 0.1707 -0.185 -1.540 -0.501 -0.91
C -1.4351 0.3231 -0.0905 1.564 -1.665 -0.030 0.89
N -2.7598 -1.8473 0.2496 0.083 0.730 -0.440 -0.52
N 0.4980 -1.2967 0.1298 -0.660 1.623 -1.319 0.14
N -0.0937 -0.8899 -0.8571 1.240 0.229 3.115 -0.52
H -1.5433 0.6783 -2.2399 -0.049 -1.022 -0.609 0.43
H -2.3905 1.9001 -1.3555 0.748 -0.618 0.353 0.32
H -0.6634 1.8214 -1.3948 2.054 1.422 0.118 0.42
H -0.7836 1.8098 1.4874 0.153 -2.519 -0.139 0.25
H -0.0338 0.0274 1.4563 -0.185 0.143 0.752 0.29
H -1.7456 0.4409 2.1618 0.620 -0.502 -0.530 0.30
H 2.0689 -2.5553 -0.6796 -0.356 -0.332 0.134 0.33
H 1.9694 -2.3493 1.1515 -0.794 -1.127 0.069 0.33
H 2.5604 -1.2470 0.2641 1.022 2.299 -0.527 0.37
```
Positions in Å, forces in eV/Å.

Results
Energy in hartree: -360.033412
HOMO-LUMO gap in hartree: 0.327
Energy relative to the best compared isomer or geometry (same formula, charge and spin) in kJ/mol: 430.20
Largest force on an atom in eV/A: 4.45
E_HOMO in Ha: -0.310


No. 6
ORCA calculation (ωB97M-V/def2-TZVPD) on a cluster of 2 separate species, C5H9N3 in total.

The geometry in XYZ format:
```
17
Properties=species:S:1:pos:R:3:forces:R:3:mulliken_charge:R:1
C -0.6619 1.0439 0.3760 0.446 2.538 -0.001 0.32
C 0.8905 -1.0069 -1.5022 -0.902 0.598 -0.051 -1.19
C -2.3520 -0.6320 0.7167 0.174 1.691 1.477 -1.60
C -0.3393 -1.1856 -0.6284 0.000 -1.950 -1.690 -0.02
C -0.9899 -0.3599 0.1566 -0.603 0.996 0.465 0.80
N -0.5458 2.2041 0.5448 -0.226 -3.143 -0.447 -0.64
N 2.3401 1.7556 0.9642 -1.119 8.556 -0.021 0.09
N 2.2723 0.5566 0.9429 -0.666 -7.401 -0.224 -0.58
H 1.7119 -0.7250 -0.8682 0.806 -0.705 0.174 0.35
H 0.9574 -1.8539 -2.1640 0.742 -0.742 0.408 0.34
H 0.9171 -0.2110 -2.2551 -0.912 0.516 0.403 0.32
H -2.7563 -1.5852 0.6971 -0.160 -2.276 -0.940 0.45
H -2.3541 -0.4854 1.8262 -0.223 0.830 -0.869 0.32
H -3.0229 0.0202 0.1385 -0.171 0.021 0.820 0.32
H -0.8394 -2.2150 -0.7102 0.838 1.543 0.107 0.24
H 3.1968 2.2356 1.0462 1.552 0.365 0.149 0.23
H 1.5756 2.4440 0.7187 0.424 -1.441 0.238 0.24
```
Positions in Å, forces in eV/Å.

Results
Energy in hartree: -359.998000
HOMO-LUMO gap (spin up / spin down) in hartree: 0.278 / 0.361
Energy relative to the best compared isomer or geometry (same formula, charge and spin) in kJ/mol: 11.69
Largest force on an atom in eV/A: 8.63
Spin multiplicity: 3
E_HOMO (spin up / spin down) in Ha: -0.246 / -0.359